Computed, not measured: a 2-piece molecular cluster, C5H14 overall in a non-equilibrium geometry, with the ωB97M-V functional and the def2-TZVPD basis.

Geometry as XYZ:
```
19
Properties=species:S:1:pos:R:3:mulliken_charge:R:1
C -1.639 -0.188 -1.915 -0.356
C -2.775 0.770 -1.739 -0.917
H -1.128 -0.223 -2.891 0.325
H -0.806 0.044 -1.217 -0.180
H -1.913 -1.209 -1.653 0.277
H -2.741 1.657 -2.320 0.311
H -2.938 0.884 -0.681 0.289
H -3.683 0.263 -2.078 0.268
C 1.137 0.034 0.831 0.146
C 0.856 -0.196 2.291 -1.254
C 2.620 -0.332 0.625 -1.326
H 0.586 -0.592 0.152 0.034
H 0.885 1.019 0.570 0.360
H 1.079 -1.193 2.650 0.330
H 3.164 0.134 1.405 0.344
H 2.850 -1.347 0.729 0.375
H -0.194 -0.051 2.556 0.338
H 1.486 0.454 2.941 0.307
H 3.157 0.072 -0.254 0.330
```

Spin multiplicity: 1
LUMO level: 1.10 eV
ΔE to the lowest compared entry with this formula, charge and spin: 54.9 kJ/mol
SMILES string: CCC.CC
Gap between HOMO and LUMO: 0.4535 Ha
E_tot: -198.8683 Ha